Record 1
Density functional theory data (the ωB97M-V functional and the def2-TZVPD basis) for C37H44BCl3IrN7OS8 as an isolated structure.

2S+1 ... 6
Maximum force ... 0.59 eV/Å
Total charge ... -1
E_HOMO (alpha / beta) ... -4.1 / -4.6 eV
HOMO-LUMO gap (alpha / beta) ... 6.15 / 5.66 eV
Expectation value of S² ... 8.813
ΔE to the lowest compared entry with this formula, charge and spin ... 0.995 eV

Geometry (Å):
Ir -1.00 -0.21 1.13
C 1.00 -5.49 -2.22
C -0.08 -4.78 -3.04
C -0.05 -5.35 -4.46
C -1.47 -5.01 -2.46
N 0.22 -3.32 -3.09
C 0.44 -2.60 -4.27
C 0.61 -1.32 -3.92
N 0.50 -1.23 -2.54
B 0.36 0.08 -1.75
N 1.74 0.67 -1.38
C 2.99 0.30 -1.83
C 3.90 0.84 -1.00
N 3.21 1.53 -0.01
C 1.87 1.42 -0.25
S 0.56 2.09 0.59
C 3.85 2.22 1.16
C 3.52 3.72 1.10
C 3.35 1.60 2.46
C 5.36 2.05 1.09
N -0.54 1.10 -2.46
C -0.13 2.20 -3.19
C -1.22 2.93 -3.47
N -2.32 2.29 -2.90
C -1.89 1.15 -2.28
S -2.78 -0.05 -1.44
C -3.65 2.98 -2.91
C -3.99 3.33 -4.36
C -4.77 2.12 -2.34
C -3.52 4.23 -2.05
C 0.25 -2.46 -2.02
S 0.11 -2.84 -0.37
H 0.79 -6.56 -2.20
H 1.02 -5.11 -1.20
H 1.98 -5.34 -2.67
H -0.27 -6.42 -4.40
H 0.93 -5.24 -4.93
H -0.81 -4.90 -5.10
H -1.69 -6.08 -2.45
H -2.22 -4.50 -3.08
H -1.54 -4.62 -1.45
H 0.46 -3.05 -5.24
H 0.79 -0.45 -4.54
H -0.18 -0.19 -0.75
H 3.13 -0.33 -2.70
H 4.98 0.78 -1.04
H 2.44 3.89 1.15
H 3.91 4.16 0.18
H 3.98 4.22 1.96
H 2.26 1.61 2.52
H 3.74 2.17 3.31
H 3.69 0.56 2.54
H 5.78 2.48 0.17
H 5.64 0.99 1.15
H 5.80 2.57 1.94
H 0.90 2.38 -3.42
H -1.30 3.87 -3.99
H -3.97 2.43 -4.98
H -3.30 4.06 -4.79
H -4.99 3.75 -4.40
H -4.88 1.18 -2.88
H -5.70 2.70 -2.45
H -4.62 1.89 -1.29
H -2.77 4.92 -2.45
H -3.23 3.95 -1.04
H -4.49 4.75 -2.01
Cl -3.46 -5.84 5.13
C -2.89 -4.27 4.61
C -3.17 -3.83 3.33
C -2.71 -2.58 2.95
Cl -3.03 -1.99 1.34
C -1.96 -1.71 3.77
O -1.55 -0.56 3.39
C -1.70 -2.24 5.06
Cl -0.75 -1.26 6.14
C -2.15 -3.48 5.48
H -3.73 -4.44 2.64
H -1.92 -3.83 6.47
N 0.70 -0.95 1.78
C 1.86 -1.47 2.17
C 2.93 -1.69 1.26
C 4.14 -2.15 1.72
C 4.33 -2.41 3.08
C 3.28 -2.21 3.98
C 2.06 -1.75 3.54
H 2.76 -1.49 0.21
H 4.95 -2.31 1.02
H 5.29 -2.78 3.44
H 3.43 -2.42 5.04
H 1.24 -1.58 4.23
C -3.65 5.21 1.93
S -1.95 5.17 1.32
C -1.19 4.11 2.49
C -1.41 2.79 2.65
S -2.49 1.80 1.69
S -0.38 2.06 3.89
C 0.56 3.44 4.30
S 1.82 3.41 5.37
S 0.03 4.85 3.49
H -4.19 5.91 1.30
H -3.67 5.55 2.97
H -4.09 4.21 1.85

***

Record 2
Density functional theory data (the ωB97M-V functional and the def2-TZVPD basis) for C4H5LaLiO2 as an isolated structure in a non-equilibrium geometry.

2S+1 ... 2
Maximum force ... 1.96 eV/Å
Total charge ... +4
E_HOMO (alpha / beta) ... -21.5 / -23.3 eV
HOMO-LUMO gap (alpha / beta) ... 3.12 / 6.06 eV
Expectation value of S² ... 0.898

Geometry (Å):
H -0.29 -2.17 -1.15
C 0.44 -1.43 -1.52
C 0.08 -0.05 -1.49
O 1.57 -1.82 -1.87
Li 2.44 -3.35 -2.43
H -0.98 0.20 -1.48
H 0.75 0.66 -1.98
C 0.35 1.39 1.16
C -0.67 1.19 1.97
O -1.77 0.99 2.37
La -3.62 1.09 4.31
H 0.40 2.37 0.67
H 1.30 0.93 1.44

***

Record 3
Density functional theory data (the ωB97M-V functional and the def2-TZVPD basis) for one molecule with the formula C4H9NS in a non-equilibrium geometry.

2S+1 ... 1
Maximum force ... 6.33 eV/Å
Total charge ... 0
E_HOMO (alpha / beta) ... -7.4 / -8.2 eV
HOMO-LUMO gap (alpha / beta) ... 6.61 / 8.93 eV
ΔE to the lowest compared entry with this formula, charge and spin ... 4.375 eV

Geometry (Å):
C 0.69 0.83 -0.42
C 0.90 0.41 1.11
C -0.79 0.64 -0.73
C -1.31 -0.53 -1.46
N 0.98 -0.96 1.48
S -0.13 -1.81 2.41
H 0.93 1.80 -0.39
H 1.32 0.26 -0.97
H 1.84 1.01 1.33
H -0.10 0.66 1.72
H -1.38 1.37 -0.12
H -2.19 -0.85 -0.84
H -0.69 -1.37 -1.50
H -1.75 -0.14 -2.50
H 1.69 -1.32 0.87

***

Question: maximum force of number 2 (C4H5LaLiO2)?
Answer: 1.96 eV/Å

***

Question: Which of these has the highest maximum force?
Answer: C4H9NS

***

Question: The lowest maximum force belongs to which entry?
Answer: C37H44BCl3IrN7OS8